Record 1
15
Properties=species:S:1:pos:R:3:forces:R:3:mulliken_charge:R:1 method="wB97M-V/def2-TZVPD" gap_ha=0.4112 charge=0 total_energy_ev=-10420.192 smiles="COC(=O)[C@@H](C)O" multiplicity=1 homo_ev=-10.34
C -1.26642 0.06293 2.23097 -0.2 0.1 0.2 -0.63
O -0.26922 -0.36921 1.30335 0.1 0.1 -0.1 -0.31
C 0.03462 0.50057 0.32876 -0.2 0.3 -0.1 0.61
O -0.47010 1.59136 0.20526 0.2 -0.5 0.1 -0.57
C 1.04186 -0.09495 -0.64710 0.0 -0.2 0.0 0.26
C 0.26734 -0.80363 -1.75816 -0.1 0.0 0.0 -1.29
O 1.91268 0.88968 -1.14751 0.0 -0.1 0.0 -0.55
H -0.97649 1.00994 2.69294 0.0 -0.1 -0.1 0.29
H -1.33043 -0.72608 2.98082 0.0 0.1 -0.1 0.22
H -2.22793 0.19105 1.72651 0.1 0.0 0.1 0.29
H 1.66123 -0.81283 -0.10339 0.0 0.1 -0.1 0.30
H -0.26348 -1.67752 -1.36784 0.1 0.1 -0.1 0.36
H 0.95655 -1.12214 -2.54455 -0.1 0.0 0.1 0.33
H -0.47241 -0.12135 -2.19359 0.1 -0.1 0.0 0.34
H 1.40222 1.48218 -1.70647 -0.1 0.2 0.0 0.35

=====

Record 2
47
Properties=species:S:1:pos:R:3:forces:R:3:mulliken_charge:R:1 method="wB97M-V/def2-TZVPD" gap_ha="0.2862 / 0.3103" charge=-1 total_energy_ev=-67035.729 s2=3.789 multiplicity=4 homo_ev="-5.48 / -6.13"
Cr 0.00879 0.24010 0.16784 0.0 -0.4 -0.5 -0.01
O 0.02824 -0.15982 6.16275 0.1 0.0 0.0 -0.54
C -0.00738 -0.16421 4.81034 0.0 0.0 -0.3 1.26
C -1.20774 -0.15480 4.10221 -0.1 -0.1 0.1 -0.54
C -1.15440 -0.14159 2.72783 0.1 0.1 -0.2 -0.45
N 0.00660 -0.15803 2.07777 0.0 -0.1 1.4 0.33
C 1.16283 -0.13768 2.74380 -0.1 0.1 -0.2 -0.18
C 1.20227 -0.14792 4.11827 0.1 -0.1 0.2 -0.76
C 2.34880 0.03695 1.79865 0.2 -0.2 -0.1 0.77
O 3.48667 -0.01468 2.23531 -0.1 0.0 0.1 -0.71
O 1.97699 0.24413 0.58604 -0.1 0.2 0.0 -0.40
C -2.33791 0.03448 1.78417 -0.3 -0.2 -0.2 0.75
O -3.47555 -0.01308 2.22622 0.1 0.0 0.1 -0.71
O -1.96794 0.24048 0.57232 0.1 0.2 0.0 -0.39
H -0.87247 -0.11961 6.49804 -0.1 0.0 0.0 0.29
H -2.17420 -0.13689 4.59208 0.0 0.0 0.0 0.44
H 2.15159 -0.12093 4.63484 0.0 0.0 0.0 0.56
C -1.69227 5.49042 -0.86867 0.2 -0.1 0.0 -0.97
Si 0.00608 4.74302 -0.50511 0.0 0.3 0.2 0.09
C 0.38413 4.99582 1.33166 0.0 -0.1 -0.2 -0.97
C 1.33038 5.62506 -1.52596 -0.2 -0.2 0.1 -0.98
C 0.00895 2.95253 -0.86001 0.0 0.2 -0.2 0.37
C 0.00799 1.74756 -1.09503 0.0 0.6 -0.4 -0.74
H -1.69781 6.57799 -0.76407 0.1 0.0 0.0 0.29
H -2.43374 5.07734 -0.18182 0.0 0.0 0.0 0.29
H -2.01197 5.24761 -1.88425 0.0 0.0 0.0 0.31
H 0.43814 6.04956 1.61468 0.0 0.0 -0.1 0.30
H 1.33736 4.52835 1.58973 0.0 0.0 0.0 0.31
H -0.38913 4.52345 1.94262 0.0 0.0 0.0 0.28
H 1.29234 6.70876 -1.39286 0.0 0.0 0.0 0.29
H 1.20435 5.40987 -2.58906 0.0 0.0 0.0 0.31
H 2.32197 5.27731 -1.23015 0.0 0.0 0.0 0.29
C 1.42888 -4.83448 -0.40189 0.0 0.0 0.0 -1.58
C -0.00650 -4.30038 -0.30725 0.0 0.0 0.1 2.33
C -0.60208 -4.64200 1.06889 0.0 0.0 0.0 -1.58
C -0.86086 -4.94201 -1.40662 0.0 0.0 0.0 -1.62
C 0.00160 -2.83449 -0.43199 0.0 0.0 -0.2 -0.28
C 0.00688 -1.62088 -0.46461 0.0 -0.2 0.2 -0.84
H 1.44530 -5.91667 -0.24111 0.0 0.0 0.0 0.37
H 2.06671 -4.35565 0.34117 0.0 0.0 0.0 0.37
H 1.84182 -4.62396 -1.38943 0.0 0.0 0.0 0.40
H -0.62410 -5.72502 1.22680 0.0 0.0 0.0 0.40
H -1.61925 -4.25478 1.13867 0.0 0.0 0.0 0.38
H -0.00705 -4.18423 1.86026 0.0 0.0 0.0 0.34
H -0.88469 -6.02750 -1.27369 0.0 0.0 0.0 0.37
H -0.44221 -4.72294 -2.38980 0.0 0.0 0.0 0.39
H -1.88126 -4.55970 -1.37214 0.0 0.0 0.0 0.38

=====

Asked for ΔE to the lowest compared entry with this formula, charge and spin across the records above, the calculation gives 18.7, 11.6 kcal per mole in order.